{
  "formula": "C4HNO",
  "method": "the ωB97M-V functional and the def2-TZVPD basis",
  "e_homo_ev": -9.9046,
  "spin_multiplicity": 1,
  "de_lowest_kcal_mol": 73.44,
  "energy_ev": -7695.3851,
  "lumo_ev": -1.581,
  "symbols": ["O", "C", "C", "C", "C", "N", "H"],
  "positions_angstrom": [[-1.058, -0.633, 0.099], [-0.190, 0.405, -0.014], [1.146, -0.025, -0.068], [2.359, 0.009, -0.139], [-2.282, -0.142, 0.139], [-3.345, 0.314, 0.172], [3.425, 0.043, -0.198]]
}

=====

{
  "formula": "C4HNO",
  "method": "the ωB97M-V functional and the def2-TZVPD basis",
  "e_homo_ev": -9.9305,
  "spin_multiplicity": 1,
  "de_lowest_kcal_mol": 72.95,
  "energy_ev": -7695.4063,
  "lumo_ev": -1.596,
  "symbols": ["O", "C", "C", "C", "C", "N", "H"],
  "positions_angstrom": [[-0.413, 1.116, -0.297], [0.465, 0.108, -0.041], [-0.196, -1.109, 0.210], [-0.396, -2.275, 0.489], [0.257, 2.240, -0.474], [0.848, 3.223, -0.617], [-0.565, -3.303, 0.730]]
}

=====

{
  "formula": "C4O5Rb",
  "method": "the ωB97M-V functional and the def2-TZVPD basis",
  "e_homo_ev": -3.7909,
  "spin_multiplicity": 1,
  "charge": -1,
  "de_lowest_kcal_mol": 0.00,
  "energy_ev": -15042.0785,
  "lumo_ev": 1.395,
  "symbols": ["C", "O", "O", "C", "C", "O", "C", "O", "O", "Rb"],
  "positions_angstrom": [[0.052, -0.684, 2.197], [0.160, -1.145, 3.281], [-1.873, 1.191, 0.887], [-0.913, 0.643, 0.357], [-0.022, -0.295, 0.974], [-0.663, 1.042, -0.923], [0.466, 0.733, -1.794], [0.785, -0.468, -1.860], [0.886, 1.682, -2.436], [1.122, -2.698, -0.682]]
}

=====

{
  "formula": "C50H102N7O16",
  "method": "the ωB97M-V functional and the def2-TZVPD basis",
  "e_homo_ev": -5.6769,
  "spin_multiplicity": 1,
  "charge": -1,
  "energy_ev": -96695.9212,
  "lumo_ev": 1.500,
  "symbols": ["C", "C", "N", "C", "C", "N", "C", "C", "H", "H", "H", "H", "H", "H", "H", "H", "H", "H", "H", "C", "C", "C", "N", "C", "C", "C", "C", "C", "H", "H", "H", "H", "H", "H", "H", "H", "H", "H", "H", "H", "H", "H", "H", "H", "H", "H", "C", "C", "C", "N", "C", "C", "C", "C", "C", "H", "H", "H", "H", "H", "H", "H", "H", "H", "H", "H", "H", "H", "H", "H", "H", "H", "H", "C", "C", "C", "N", "C", "C", "C", "C", "C", "H", "H", "H", "H", "H", "H", "H", "H", "H", "H", "H", "H", "H", "H", "H", "H", "H", "H", "C", "C", "O", "N", "H", "H", "C", "H", "H", "H", "H", "H", "H", "C", "C", "O", "N", "H", "H", "C", "H", "H", "H", "H", "H", "H", "C", "C", "O", "O", "H", "H", "H", "C", "C", "O", "O", "H", "H", "H", "C", "C", "O", "O", "H", "H", "H", "C", "C", "O", "O", "H", "H", "H", "C", "C", "O", "O", "H", "H", "H", "C", "C", "O", "O", "H", "H", "H", "C", "C", "O", "O", "H", "H", "H"],
  "positions_angstrom": [[5.850, 2.708, 2.861], [5.122, 3.709, 1.883], [5.546, 3.597, 0.485], [5.600, 4.576, -0.456], [6.015, 3.955, -1.589], [6.128, 2.610, -1.342], [5.843, 2.415, -0.074], [5.724, 1.536, -2.302], [5.231, 2.740, 3.740], [6.874, 3.040, 3.138], [5.915, 1.630, 2.692], [5.387, 4.772, 2.278], [4.037, 3.471, 1.956], [5.374, 5.638, -0.301], [6.245, 4.409, -2.535], [5.614, 1.423, 0.261], [5.610, 0.617, -1.710], [6.441, 1.319, -3.110], [4.813, 1.893, -2.769], [5.168, -4.858, -3.582], [4.113, -4.345, -2.603], [4.826, -4.048, -1.294], [3.990, -3.223, -0.350], [3.711, -1.944, -0.946], [4.666, -3.076, 1.015], [4.352, -4.402, 1.697], [3.043, -4.963, 1.053], [2.723, -3.811, 0.142], [6.142, -4.349, -3.510], [4.789, -4.779, -4.578], [5.456, -5.907, -3.428], [3.233, -4.995, -2.534], [3.860, -3.345, -2.951], [5.758, -3.481, -1.394], [5.094, -4.959, -0.768], [3.012, -2.080, -1.814], [4.624, -1.463, -1.240], [3.151, -1.349, -0.263], [4.168, -2.227, 1.473], [5.701, -2.776, 0.879], [4.215, -4.312, 2.784], [5.172, -5.117, 1.621], [2.225, -5.072, 1.809], [3.165, -5.926, 0.555], [2.166, -3.005, 0.709], [2.086, -4.047, -0.717], [1.561, -0.957, 3.534], [0.843, 0.252, 4.182], [-0.430, 0.560, 3.473], [-1.263, 1.722, 3.901], [-1.819, 1.360, 5.219], [-2.390, 2.150, 3.020], [-2.077, 3.540, 2.520], [-1.244, 4.096, 3.675], [-0.346, 2.901, 3.998], [0.785, -1.680, 3.167], [2.202, -1.305, 4.359], [2.166, -0.648, 2.648], [1.463, 1.149, 4.197], [0.781, 0.022, 5.289], [-1.030, -0.368, 3.381], [-0.084, 0.852, 2.480], [-2.483, 2.135, 5.536], [-1.070, 1.176, 5.948], [-2.385, 0.428, 5.076], [-3.340, 2.028, 3.513], [-2.390, 1.572, 2.136], [-3.029, 4.060, 2.329], [-1.557, 3.473, 1.576], [-1.929, 4.415, 4.443], [-0.581, 4.926, 3.438], [0.136, 2.830, 4.976], [0.330, 2.860, 3.092], [1.033, -0.791, -6.089], [1.118, -0.655, -4.573], [-0.317, -0.801, -4.090], [-0.715, -0.161, -2.699], [-0.498, -1.116, -1.522], [-0.040, 1.181, -2.279], [-0.892, 2.262, -2.961], [-2.364, 1.816, -2.708], [-2.213, 0.285, -2.632], [0.391, -0.014, -6.544], [0.612, -1.700, -6.437], [2.043, -0.678, -6.545], [1.480, 0.304, -4.333], [1.815, -1.333, -4.113], [-0.481, -1.869, -3.935], [-1.036, -0.338, -4.777], [0.571, -1.273, -1.397], [-1.050, -2.025, -1.697], [-0.842, -0.689, -0.549], [-0.174, 1.180, -1.205], [1.033, 1.193, -2.481], [-0.689, 3.305, -2.619], [-0.701, 2.306, -4.070], [-2.658, 2.235, -1.748], [-3.070, 2.136, -3.486], [-2.482, 0.087, -1.617], [-2.870, -0.251, -3.289], [-11.429, -6.459, 1.378], [-10.429, -7.097, 0.443], [-10.795, -7.844, -0.501], [-9.146, -6.725, 0.715], [-8.889, -6.100, 1.501], [-0.672, -4.186, -0.574], [-8.098, -6.716, -0.314], [-11.052, -6.087, 2.366], [-12.311, -7.097, 1.521], [-11.789, -5.525, 0.893], [-7.062, -6.759, 0.078], [-8.174, -5.821, -0.959], [-8.212, -7.510, -1.047], [-1.899, 7.002, -0.162], [-3.176, 6.861, 0.709], [-3.330, 7.531, 1.754], [-4.097, 5.980, 0.290], [-3.948, 5.468, -0.565], [-5.514, 3.638, -3.307], [-5.331, 5.816, 1.024], [-1.102, 6.561, 0.371], [-1.762, 8.053, -0.304], [-1.943, 6.473, -1.133], [-5.153, 6.194, 2.017], [-5.566, 4.709, 1.049], [-6.123, 6.257, 0.425], [-2.304, -5.045, 1.236], [-1.778, -3.632, 1.100], [-0.720, -3.547, 0.241], [-2.272, -2.739, 1.759], [-3.078, -4.937, 1.913], [-1.545, -5.718, 1.613], [-2.572, -5.331, 0.228], [1.396, 3.559, 0.601], [1.866, 2.054, 0.459], [1.198, 1.123, 0.984], [2.991, 1.897, -0.159], [1.554, 4.120, -0.305], [2.096, 3.933, 1.351], [0.405, 3.609, 0.987], [-2.631, 5.323, -4.361], [-3.857, 4.918, -3.488], [-4.818, 4.268, -3.980], [-3.658, 5.221, -2.299], [-2.758, 5.020, -5.356], [-1.665, 4.972, -3.923], [-2.629, 6.400, -4.282], [-0.551, -6.660, -3.806], [-0.090, -5.716, -2.671], [-0.949, -5.003, -2.036], [1.180, -5.717, -2.499], [-0.582, -6.061, -4.792], [-1.490, -7.183, -3.567], [0.212, -7.439, -3.859], [8.030, -0.754, 1.315], [7.360, -0.350, 0.013], [8.039, 0.297, -0.810], [6.214, -0.850, -0.229], [7.466, -1.408, 1.958], [8.284, 0.216, 1.798], [8.995, -1.254, 1.183], [-7.601, 1.275, -4.557], [-6.405, 1.640, -3.550], [-5.493, 0.803, -3.446], [-6.408, 2.757, -2.966], [-8.592, 1.516, -4.173], [-7.445, 0.189, -4.684], [-7.492, 1.909, -5.452], [0.581, 2.624, 9.007], [0.296, 1.665, 7.826], [-0.628, 0.781, 7.852], [1.037, 1.811, 6.829], [1.654, 2.444, 9.258], [-0.059, 2.368, 9.847], [0.420, 3.667, 8.644]]
}

=====

{
  "formula": "C50H111O2P3",
  "method": "the ωB97M-V functional and the def2-TZVPD basis",
  "e_homo_ev": -12.7842,
  "spin_multiplicity": 1,
  "charge": 2,
  "de_lowest_kcal_mol": 0.00,
  "energy_ev": -85599.8184,
  "lumo_ev": -3.463,
  "symbols": ["C", "C", "C", "C", "P", "C", "C", "C", "C", "C", "C", "C", "C", "C", "C", "C", "C", "H", "H", "H", "H", "H", "H", "H", "H", "H", "H", "H", "H", "H", "H", "H", "H", "H", "H", "H", "H", "H", "H", "H", "H", "H", "H", "H", "H", "H", "H", "H", "H", "H", "H", "H", "H", "C", "C", "C", "C", "P", "C", "C", "C", "C", "C", "C", "C", "C", "C", "C", "C", "C", "H", "H", "H", "H", "H", "H", "H", "H", "H", "H", "H", "H", "H", "H", "H", "H", "H", "H", "H", "H", "H", "H", "H", "H", "H", "H", "H", "H", "H", "H", "H", "H", "H", "H", "H", "H", "C", "C", "C", "C", "P", "C", "C", "C", "C", "C", "C", "C", "C", "C", "C", "C", "C", "H", "H", "H", "H", "H", "H", "H", "H", "H", "H", "H", "H", "H", "H", "H", "H", "H", "H", "H", "H", "H", "H", "H", "H", "H", "H", "H", "H", "H", "H", "H", "H", "H", "H", "H", "H", "C", "C", "O", "O", "H", "H", "H"],
  "positions_angstrom": [[1.422, 1.002, -5.772], [1.364, 0.969, -4.273], [-0.027, 1.352, -3.752], [-1.223, 0.655, -4.312], [-1.879, -0.913, -3.591], [-0.607, -2.165, -3.319], [0.076, -2.755, -4.608], [0.671, -4.148, -4.407], [-0.389, -5.175, -4.825], [-3.348, -1.611, -4.469], [-3.551, -0.938, -5.895], [-2.591, -1.521, -6.979], [-3.191, -2.809, -7.527], [-2.362, -0.540, -1.979], [-3.628, 0.416, -2.048], [-3.579, 1.396, -0.850], [-4.586, 2.585, -0.844], [2.450, 0.764, -6.069], [1.182, 1.976, -6.238], [0.784, 0.163, -6.083], [1.890, 1.641, -3.712], [1.667, 0.014, -3.771], [-0.200, 2.372, -4.023], [-0.096, 1.415, -2.637], [-1.096, 0.400, -5.365], [-2.005, 1.466, -4.364], [-1.136, -2.974, -2.875], [0.174, -1.666, -2.619], [0.831, -2.056, -4.998], [-0.685, -2.859, -5.403], [0.890, -4.261, -3.300], [1.603, -4.308, -5.007], [0.034, -6.193, -4.893], [-0.805, -4.963, -5.817], [-1.264, -5.300, -4.183], [-4.204, -1.479, -3.886], [-3.079, -2.650, -4.650], [-3.542, 0.145, -5.912], [-4.528, -1.241, -6.275], [-1.582, -1.646, -6.531], [-2.490, -0.827, -7.808], [-2.545, -3.469, -8.074], [-4.022, -2.418, -8.098], [-3.446, -3.319, -6.604], [-1.544, -0.048, -1.555], [-2.498, -1.484, -1.351], [-4.487, -0.247, -2.175], [-3.631, 0.996, -2.961], [-2.554, 1.789, -0.780], [-3.603, 0.879, 0.057], [-4.451, 3.075, -1.768], [-4.329, 3.342, -0.066], [-5.604, 2.324, -0.745], [-3.966, -1.019, 1.674], [-2.726, -0.889, 2.565], [-1.976, -2.241, 2.667], [-1.282, -2.594, 1.320], [0.129, -3.733, 1.472], [-0.442, -5.047, 2.610], [0.657, -5.704, 3.404], [0.220, -6.543, 4.669], [1.495, -6.904, 5.439], [0.381, -4.200, -0.243], [1.354, -5.353, -0.598], [2.772, -4.902, -1.063], [3.575, -6.038, -1.632], [1.646, -2.881, 1.970], [1.689, -1.984, 3.189], [3.168, -1.652, 3.459], [4.075, -2.918, 3.651], [-4.504, -0.081, 1.569], [-4.651, -1.721, 2.083], [-3.710, -1.365, 0.623], [-2.982, -0.472, 3.544], [-2.028, -0.188, 2.155], [-2.721, -3.010, 2.986], [-1.232, -2.195, 3.478], [-0.940, -1.725, 0.741], [-2.013, -3.140, 0.746], [-1.043, -5.708, 2.015], [-1.041, -4.542, 3.361], [1.232, -4.952, 3.934], [1.317, -6.355, 2.820], [-0.309, -7.438, 4.352], [-0.488, -5.899, 5.242], [2.023, -5.996, 5.776], [2.128, -7.567, 4.891], [1.125, -7.450, 6.346], [0.795, -3.253, -0.686], [-0.584, -4.350, -0.727], [0.905, -5.984, -1.387], [1.511, -6.019, 0.234], [3.341, -4.413, -0.305], [2.612, -4.113, -1.833], [3.862, -6.764, -0.871], [4.453, -5.559, -2.150], [2.957, -6.479, -2.447], [2.010, -2.342, 1.111], [2.365, -3.719, 1.992], [1.288, -2.557, 4.055], [1.185, -1.020, 3.059], [3.235, -1.190, 4.416], [3.585, -1.030, 2.681], [3.478, -3.611, 4.299], [4.937, -2.650, 4.223], [4.482, -3.396, 2.728], [2.923, 2.693, 5.012], [3.051, 2.165, 3.587], [2.855, 3.219, 2.520], [1.303, 3.463, 2.370], [0.845, 5.027, 1.652], [2.004, 5.732, 0.390], [1.931, 5.106, -0.985], [2.809, 5.690, -2.069], [2.726, 4.916, -3.382], [-0.628, 4.741, 0.489], [-2.020, 4.784, 1.196], [-2.288, 3.569, 2.110], [-3.676, 3.558, 2.770], [0.551, 6.254, 2.936], [0.076, 5.809, 4.344], [-0.474, 6.868, 5.314], [-0.777, 6.225, 6.653], [2.948, 1.964, 5.806], [2.029, 3.301, 5.210], [3.709, 3.471, 5.131], [2.385, 1.347, 3.437], [4.048, 1.743, 3.493], [3.228, 2.952, 1.514], [3.472, 4.124, 2.771], [0.759, 3.405, 3.330], [0.940, 2.731, 1.644], [3.009, 5.685, 0.859], [1.748, 6.765, 0.332], [0.900, 5.103, -1.345], [2.215, 4.071, -0.885], [3.797, 5.650, -1.677], [2.597, 6.757, -2.283], [3.487, 5.144, -4.125], [1.725, 5.066, -3.859], [2.799, 3.913, -3.015], [-0.452, 3.787, -0.004], [-0.469, 5.574, -0.203], [-2.893, 4.842, 0.519], [-2.017, 5.765, 1.659], [-1.544, 3.528, 2.954], [-2.174, 2.685, 1.508], [-4.431, 3.396, 2.004], [-3.941, 4.444, 3.292], [-3.781, 2.729, 3.485], [-0.173, 6.914, 2.512], [1.486, 6.847, 3.121], [0.965, 5.415, 4.823], [-0.727, 5.051, 4.285], [-1.364, 7.267, 4.808], [0.176, 7.792, 5.332], [-1.308, 5.307, 6.503], [-1.287, 6.855, 7.358], [0.119, 5.956, 7.188], [2.726, -0.089, -0.248], [1.271, 0.281, -0.331], [0.527, -0.705, -0.352], [0.994, 1.502, -0.371], [3.284, 0.731, -0.686], [2.949, -0.995, -0.798], [3.058, -0.188, 0.784]]
}